ORCA calculation (wB97M-V/def2-TZVPD) on C22H26Cl5N4OSiV as an isolated structure.

Its relative energy (zero: lowest compared OMol25 entry of this formula, charge and spin) is 8.1 kcal per mole. Its orbital gap (alpha / beta) is 7.22 / 7.35 eV. The value obtained for the highest occupied orbital energy (alpha / beta) is -13.106 / -13.117 eV. The net charge is +2. Its largest force on an atom is 0.95 eV Å⁻¹. As for the spin multiplicity: 3. The expectation value of S² is 2.0176. The calculation puts the lowest unoccupied orbital energy (alpha / beta) at -5.89 / -5.77 eV.

```
60
Properties=species:S:1:pos:R:3:lowdin_spin:R:1
V -0.288 -0.486 -0.683 1.932
N -0.027 -2.134 0.707 0.003
C -1.239 -2.917 0.864 0.001
C -1.352 -3.969 1.722 0.000
C -2.548 -4.724 1.774 0.000
C -3.589 -4.427 0.946 0.000
C -3.495 -3.335 0.046 0.000
C -4.524 -2.991 -0.858 0.002
C -4.364 -1.930 -1.703 0.000
C -3.182 -1.181 -1.622 0.004
N -2.199 -1.452 -0.780 0.002
C -2.325 -2.559 0.033 0.002
H 0.649 -2.657 0.146 0.003
H 0.430 -1.947 1.592 0.002
H -0.513 -4.249 2.348 0.000
H -2.618 -5.557 2.460 0.000
H -4.495 -5.020 0.959 0.000
H -5.430 -3.584 -0.880 0.000
H -5.121 -1.653 -2.422 0.000
H -3.036 -0.320 -2.265 0.000
Cl 1.448 0.204 -7.491 -0.002
C 1.208 -0.288 -5.872 -0.004
C 0.522 0.545 -4.994 0.002
Cl -0.108 2.062 -5.482 0.001
C 0.357 0.112 -3.689 0.003
Cl -0.522 1.114 -2.512 0.014
C 0.836 -1.093 -3.214 0.008
O 0.626 -1.463 -1.928 -0.004
C 1.508 -1.928 -4.100 -0.004
Cl 2.092 -3.434 -3.526 0.000
C 1.695 -1.523 -5.422 0.001
Cl 2.531 -2.546 -6.500 0.001
N -1.057 3.979 3.003 0.000
C -1.860 2.901 2.296 0.000
C -0.909 2.005 1.517 0.000
N -1.600 0.951 0.766 0.007
H -1.659 4.633 3.505 0.000
H -0.495 4.521 2.342 0.000
H -0.406 3.579 3.681 0.000
H -2.567 3.431 1.659 0.000
H -2.412 2.378 3.076 0.000
H -0.173 1.540 2.173 0.000
H -0.320 2.594 0.813 0.000
H -2.287 1.362 0.140 0.002
H -2.119 0.331 1.381 0.002
C 2.734 3.457 2.376 0.001
Si 3.546 1.954 1.610 0.008
C 4.833 2.448 0.386 0.001
C 4.225 0.867 2.946 0.003
C 2.188 1.053 0.745 0.040
C 1.263 0.478 0.190 -0.030
H 3.469 4.097 2.870 0.000
H 2.023 3.145 3.151 0.000
H 2.211 4.063 1.630 0.000
H 5.644 2.983 0.885 0.000
H 4.422 3.099 -0.388 0.000
H 5.259 1.571 -0.104 0.000
H 5.036 1.367 3.483 0.000
H 4.627 -0.060 2.533 0.000
H 3.457 0.602 3.678 0.000
```